Density functional theory data (ωB97M-V/def2-TZVPD) for a 2-piece molecular cluster, C28H47Br2F3IN2O7PS overall at a distorted geometry.

CARTESIAN COORDINATES (ANGSTROEM)
C: 4.096 -0.309 -0.727
C: 4.035 -0.897 0.465
N: 2.788 -1.291 1.187
C: 1.772 -1.924 0.261
I: 1.530 -3.977 0.769
C: 0.490 -1.125 0.011
C: -0.095 -1.604 -1.332
C: -1.577 -1.981 -1.294
C: -1.949 -3.082 -0.283
C: -3.335 -2.837 0.339
C: -3.316 -1.647 1.322
C: -4.550 -0.725 1.273
C: -4.212 0.768 1.392
C: -5.283 1.684 0.776
C: -5.035 2.003 -0.707
C: -5.466 0.895 -1.675
C: 0.797 0.399 0.054
C: -0.464 1.198 -0.385
C: -0.403 1.756 -1.836
C: -0.494 3.296 -1.908
Br: -1.832 1.043 -2.973
C: 1.418 0.870 1.426
C: 0.340 1.430 2.376
C: 2.423 2.038 1.225
C: 2.089 3.050 0.162
O: 1.379 3.989 0.329
O: 2.745 2.836 -1.037
C: 3.523 3.951 -1.461
C: 2.881 4.859 -2.453
O: 4.622 4.053 -1.035
C: 2.149 -0.305 2.190
C: 1.193 -1.157 3.071
C: 1.017 -0.826 4.548
O: 0.190 -0.157 5.033
Br: 2.254 -1.818 5.735
P: 3.547 0.304 3.289
N: 3.074 1.400 4.296
H: 3.517 0.541 -1.068
H: 4.863 -0.669 -1.407
H: 4.934 -1.098 1.033
H: 3.111 -2.059 1.782
H: 2.265 -2.036 -0.706
H: -0.286 -1.308 0.759
H: 0.427 -2.508 -1.631
H: 0.129 -0.887 -2.123
H: -2.231 -1.120 -1.145
H: -1.812 -2.371 -2.287
H: -1.998 -4.030 -0.817
H: -1.259 -3.134 0.562
H: -3.544 -3.727 0.939
H: -4.102 -2.713 -0.426
H: -2.444 -1.025 1.076
H: -3.136 -2.007 2.338
H: -5.071 -0.895 0.331
H: -5.200 -0.978 2.113
H: -4.149 1.031 2.453
H: -3.239 1.004 0.948
H: -6.274 1.239 0.896
H: -5.246 2.640 1.303
H: -5.544 2.933 -0.971
H: -3.965 2.209 -0.814
H: -4.676 0.150 -1.792
H: -5.761 1.277 -2.650
H: -6.316 0.356 -1.247
H: 1.544 0.565 -0.728
H: -1.335 0.549 -0.315
H: -0.673 2.054 0.246
H: 0.521 1.454 -2.324
H: 0.417 3.700 -2.344
H: -0.708 3.746 -0.941
H: -1.299 3.594 -2.575
H: -0.529 0.779 2.468
H: 0.768 1.668 3.347
H: -0.027 2.370 1.969
H: 3.424 1.678 0.998
H: 2.474 2.619 2.148
H: 1.819 4.968 -2.241
H: 2.983 4.451 -3.460
H: 3.355 5.835 -2.399
H: 0.183 -1.144 2.669
H: 1.496 -2.205 3.053
H: 4.522 0.789 2.409
H: 4.093 -0.878 3.822
H: 3.222 1.109 5.257
C: 2.793 -4.953 -4.228
F: 3.752 -4.423 -4.997
F: 2.059 -5.771 -4.987
F: 3.392 -5.696 -3.283
S: 1.748 -3.642 -3.475
O: 1.196 -2.943 -4.606
O: 2.695 -2.867 -2.671
O: 0.784 -4.384 -2.681

Its energy above the lowest of the compared OMol25 structures with the same formula, charge and spin is 0.0 kcal per mole. As for the LUMO energy: -1.22 eV. The HOMO energy comes out at -8.88 eV. The net charge is 0. Its frontier orbital gap is 0.2813 Ha.



Density functional theory data (ωB97M-V/def2-TZVPD) for a 2-piece molecular cluster, C5H9ClN4O2 overall at a distorted geometry.

CARTESIAN COORDINATES (ANGSTROEM)
C: 0.385 -0.573 -0.185
C: -0.660 -1.755 -1.998
C: -2.543 0.795 0.642
C: 1.328 -1.176 0.782
C: 1.396 -0.941 -2.477
N: -0.317 0.410 0.067
N: 0.313 -1.102 -1.514
N: -1.111 1.201 0.459
N: -0.162 2.502 2.258
O: -1.609 -2.197 -2.412
O: -2.825 -0.293 0.277
Cl: -3.325 1.963 1.459
H: 0.786 -1.478 1.690
H: 1.967 -0.314 1.147
H: 1.770 -2.138 0.289
H: 2.256 -1.144 -1.740
H: 1.328 -1.752 -3.264
H: 1.319 0.051 -2.880
H: -0.869 2.325 2.963
H: -0.197 3.442 1.924
H: 0.771 2.170 2.513

Its energy above the lowest of the compared OMol25 structures with the same formula, charge and spin is 61.3 kcal per mole. As for the LUMO energy (alpha / beta): -10.23 / -10.23 eV. The HOMO energy (alpha / beta) comes out at -17.39 / -17.38 eV. The net charge is +2. Its frontier orbital gap (alpha / beta) is 0.2632 / 0.2629 Ha.



Density functional theory data (ωB97M-V/def2-TZVPD) for C9H16BN6O8S2 as an isolated structure at a distorted geometry.

CARTESIAN COORDINATES (ANGSTROEM)
C: 1.882 -1.985 -0.407
O: 1.305 -0.761 0.063
B: 0.005 -0.855 0.324
O: -0.560 -1.890 0.961
S: -1.088 0.605 -0.199
O: -0.551 1.210 -1.377
O: -1.029 1.503 0.939
N: -2.667 0.209 -0.338
S: -2.956 -0.981 -1.336
O: -4.260 -0.810 -1.862
O: -1.978 -1.212 -2.334
O: -3.063 -2.408 -0.451
N: -3.802 -2.167 0.752
O: -3.628 -3.027 1.512
H: 1.760 -2.783 0.307
H: 2.915 -1.844 -0.624
H: 1.394 -2.275 -1.332
H: -1.398 -1.569 1.331
C: -5.011 -3.936 -3.218
C: -4.196 -5.031 -2.719
N: -3.563 -5.903 -2.326
H: -4.624 -2.967 -2.906
H: -5.047 -3.945 -4.306
H: -6.033 -4.017 -2.852
C: -0.429 4.146 2.900
C: -0.666 4.770 4.192
N: -0.853 5.265 5.210
H: -1.248 3.488 2.615
H: -0.323 4.897 2.119
H: 0.479 3.547 2.916
C: 6.253 0.288 0.498
C: 5.183 -0.671 0.753
N: 4.299 -1.387 0.944
H: 7.207 -0.058 0.890
H: 6.373 0.461 -0.570
H: 6.024 1.248 0.961
C: 2.024 3.568 -0.413
C: 3.203 3.262 0.362
N: 4.122 2.989 0.980
H: 1.665 4.572 -0.194
H: 2.236 3.510 -1.479
H: 1.228 2.863 -0.197

As for the LUMO energy: 2.41 eV. The HOMO energy comes out at -6.80 eV. The net charge is -1. Its frontier orbital gap is 0.3385 Ha.



Density functional theory data (ωB97M-V/def2-TZVPD) for a 2-piece molecular cluster, C10H16 overall at a distorted geometry.

CARTESIAN COORDINATES (ANGSTROEM)
C: -1.754 -1.398 1.934
C: -2.145 -0.683 3.223
H: -1.793 -2.473 2.107
H: -2.469 -1.101 1.161
H: -0.755 -1.181 1.565
H: -3.192 -0.890 3.434
H: -1.515 -0.987 4.064
H: -2.073 0.403 3.148
C: 0.875 -1.190 -0.681
C: 1.654 -1.965 -1.742
C: 0.739 0.290 -0.860
C: 0.522 0.818 -2.129
C: 0.768 1.156 0.223
C: 0.486 2.192 -2.322
C: 0.611 2.529 0.041
C: 0.581 3.063 -1.234
H: -0.140 -1.607 -0.622
H: 1.182 -1.431 0.340
H: 0.987 -2.426 -2.465
H: 0.311 0.231 -3.013
H: 0.845 0.761 1.235
H: 0.312 2.624 -3.306
H: 0.617 3.192 0.894
H: 0.694 4.128 -1.411
H: 2.296 -2.731 -1.308
H: 2.357 -1.324 -2.275

Its energy above the lowest of the compared OMol25 structures with the same formula, charge and spin is 10.6 kcal per mole. As for the LUMO energy: 0.96 eV. The HOMO energy comes out at -8.96 eV. The net charge is 0. Its structure (SMILES) is CCc1ccccc1.CC. Its frontier orbital gap is 0.3645 Ha.



Density functional theory data (ωB97M-V/def2-TZVPD) for a 2-piece molecular cluster, C4H10N2O2 overall at a distorted geometry.

CARTESIAN COORDINATES (ANGSTROEM)
C: 0.482 -2.281 0.108
C: 1.232 -1.426 0.861
N: 0.773 -0.286 1.539
C: 1.756 0.738 1.876
H: -0.622 -2.172 0.004
H: 1.007 -3.102 -0.413
H: 2.264 -1.605 1.040
H: -0.108 0.112 1.211
H: 1.400 1.345 2.740
H: 2.708 0.221 2.175
H: 1.995 1.421 1.070
N: -2.150 1.369 -2.454
C: -1.590 0.538 -1.429
O: -1.384 1.238 -0.274
O: -1.380 -0.637 -1.653
H: -3.060 1.024 -2.705
H: -1.553 1.347 -3.275
H: -1.768 2.157 -0.421

Its energy above the lowest of the compared OMol25 structures with the same formula, charge and spin is 21.9 kcal per mole. As for the LUMO energy (alpha / beta): -3.27 / -7.14 eV. The HOMO energy (alpha / beta) comes out at -13.61 / -13.62 eV. The net charge is +1. Its expectation value of S² is 0.772. Its frontier orbital gap (alpha / beta) is 0.3800 / 0.2378 Ha. As for the spin multiplicity: 2.



Density functional theory data (ωB97M-V/def2-TZVPD) for C24H50N6O4S as an isolated structure at a distorted geometry.

CARTESIAN COORDINATES (ANGSTROEM)
C: -3.761 -1.926 -1.713
C: -2.893 -2.893 -0.908
O: -3.585 -3.376 0.238
C: -2.308 -4.043 -1.762
C: -0.942 -3.673 -2.309
C: -0.854 -2.705 -3.267
C: 0.401 -2.334 -3.810
N: 0.639 -1.405 -4.744
S: 2.237 -1.424 -4.954
N: 2.677 -2.536 -3.912
C: 1.547 -2.985 -3.325
C: 1.465 -3.992 -2.338
C: 0.244 -4.337 -1.833
C: 0.181 -5.423 -0.791
C: -0.346 -4.960 0.577
C: 0.706 -4.878 1.688
N: 1.785 -5.850 1.535
H: -4.644 -1.652 -1.147
H: -3.209 -1.011 -1.908
H: -4.063 -2.328 -2.675
H: -2.033 -2.323 -0.559
H: -3.057 -3.135 1.003
H: -2.964 -4.231 -2.607
H: -2.262 -4.928 -1.147
H: -1.732 -2.219 -3.659
H: 2.386 -4.448 -2.012
H: -0.493 -6.189 -1.175
H: 1.158 -5.883 -0.729
H: -1.157 -5.596 0.917
H: -0.775 -3.969 0.480
H: 0.181 -5.061 2.632
H: 1.129 -3.882 1.786
H: 2.333 -5.929 2.376
H: 1.445 -6.757 1.253
C: -4.525 0.010 2.167
C: -3.080 0.449 2.389
C: -2.830 1.935 2.105
O: -2.765 2.269 0.731
C: -4.012 2.458 0.090
N: -2.197 -0.415 1.600
H: -4.761 -0.097 1.108
H: -4.699 -0.961 2.631
H: -5.226 0.723 2.605
H: -2.850 0.287 3.446
H: -1.852 2.198 2.515
H: -3.567 2.566 2.619
H: -4.746 2.908 0.765
H: -4.406 1.518 -0.304
H: -3.851 3.133 -0.750
H: -1.229 -0.204 1.827
H: -2.290 -0.132 0.627
C: 7.369 1.543 -3.348
C: 6.487 0.382 -3.797
C: 6.361 0.251 -5.322
O: 5.497 1.192 -5.930
C: 6.068 2.459 -6.193
N: 5.181 0.495 -3.143
H: 6.861 2.502 -3.441
H: 7.639 1.424 -2.299
H: 8.293 1.587 -3.930
H: 6.957 -0.540 -3.442
H: 5.922 -0.726 -5.540
H: 7.348 0.273 -5.804
H: 7.124 2.375 -6.467
H: 5.964 3.130 -5.338
H: 5.525 2.896 -7.031
H: 4.635 -0.335 -3.359
H: 4.676 1.250 -3.601
C: -1.437 6.824 5.781
C: -2.577 5.812 5.742
C: -2.127 4.360 5.964
O: -1.500 3.758 4.848
C: -0.124 4.055 4.692
N: -3.317 5.978 4.487
H: -0.847 6.812 4.865
H: -1.835 7.832 5.892
H: -0.767 6.633 6.622
H: -3.258 6.056 6.562
H: -3.019 3.757 6.154
H: -1.488 4.274 6.852
H: 0.376 4.159 5.659
H: 0.024 4.961 4.101
H: 0.332 3.226 4.151
H: -4.144 5.388 4.504
H: -2.748 5.590 3.738

Its energy above the lowest of the compared OMol25 structures with the same formula, charge and spin is 0.0 kcal per mole. As for the LUMO energy: -0.23 eV. The HOMO energy comes out at -8.69 eV. The net charge is 0. Its frontier orbital gap is 0.3109 Ha.



Question: Which value of net charge does entry 5 give?
Answer: +1